Entry 1:
C21H35F2N2O17S2Ti2 | wB97M-V/def2-TZVPD

Structure (ORCA input):
```
! RIJCOSX wB97M-V def2-TZVPD def2/J DEFGRID3
* xyz 1 7
Ti -1.587 -2.519 -1.057
Ti -3.570 0.225 -1.517
N -1.564 -0.335 -0.304
S -1.385 -0.156 1.176
O -1.412 1.188 1.682
O -0.558 -1.138 1.824
F -2.808 -0.716 1.641
S -0.165 0.470 -0.717
O 1.118 -0.047 -0.201
O -0.218 1.866 -1.233
F -0.146 -0.330 -2.127
O -5.335 -0.976 -0.246
C -6.409 -1.417 -0.178
O -7.023 -1.799 0.892
C -6.486 -1.708 2.222
C -5.629 -2.823 2.702
C -7.277 -1.651 -1.391
H -7.486 -1.780 2.648
H -6.091 -0.726 2.480
H -5.697 -3.016 3.773
H -4.591 -2.496 2.642
H -5.660 -3.767 2.159
H -6.654 -1.981 -2.222
H -7.875 -0.797 -1.710
H -7.941 -2.485 -1.166
O 3.193 -3.404 3.529
C 2.640 -2.578 4.245
O 1.274 -2.606 4.739
C 0.375 -3.709 4.521
C -1.101 -3.441 4.587
C 3.327 -1.368 4.722
H 0.530 -4.485 5.271
H 0.440 -4.167 3.535
H -1.790 -4.190 4.195
H -1.384 -2.601 3.953
H -1.375 -3.305 5.633
H 3.454 -1.434 5.803
H 2.757 -0.510 4.366
H 4.241 -1.236 4.144
C 4.399 -3.529 -0.813
C 4.186 -2.940 -2.162
C 2.949 -2.029 -2.302
C 1.651 -2.746 -2.200
N 0.716 -3.358 -2.075
H 5.015 -4.422 -0.715
H 3.392 -3.874 -0.578
H 4.583 -2.752 -0.071
H 4.308 -3.700 -2.933
H 5.089 -2.368 -2.374
H 2.946 -1.612 -3.309
H 3.183 -1.213 -1.619
C 1.764 3.565 -3.710
C 3.123 2.912 -3.587
O 3.639 3.024 -4.855
C 2.666 3.274 -5.763
O 2.788 3.283 -7.003
O 1.574 3.555 -5.117
H 1.655 4.626 -3.485
H 1.023 3.041 -3.107
H 3.021 1.875 -3.266
H 3.878 3.402 -2.973
C -2.652 5.320 -3.727
C -1.441 4.940 -2.894
O -1.299 6.179 -2.196
C -2.322 7.066 -2.336
O -2.570 8.101 -1.712
O -3.266 6.459 -3.111
H -3.316 4.458 -3.790
H -2.331 5.438 -4.762
H -0.625 4.579 -3.520
H -1.663 4.114 -2.218
C 3.667 1.563 2.829
C 3.406 1.838 1.360
O 4.192 0.995 0.626
C 5.112 0.477 1.552
O 6.066 -0.169 1.317
O 4.846 0.779 2.761
H 2.786 1.021 3.172
H 3.845 2.431 3.464
H 3.436 2.910 1.166
H 2.449 1.443 1.021
*
```

Results
Molecular weight ... 785.372 g/mol
HOMO level (spin up / spin down) ... -10.6 / -12.2 eV
Kohn-Sham gap (spin up / spin down) ... 0.22087 / 0.26848 hartree
DFT total energy ... -133451.3407 eV

Entry 2:
C21H36AlBBrCl2F4ILiN3O12P | wB97M-V/def2-TZVPD

Structure (ORCA input):
```
! RIJCOSX wB97M-V def2-TZVPD def2/J DEFGRID3
* xyz -1 1
C 2.377 -0.882 -0.420
O 2.823 0.215 -1.127
C 2.816 1.472 -0.425
C 2.444 2.558 -1.418
C 0.927 2.509 -1.797
C 0.193 3.643 -1.095
C -1.185 4.041 -1.603
N -2.204 2.915 -1.768
N -1.995 1.988 -0.694
C -3.683 3.456 -1.776
O -4.484 2.552 -1.087
C -4.826 1.414 -1.794
C -5.293 1.423 -3.099
C -5.563 0.243 -3.769
C -5.382 -0.975 -3.126
C -4.936 -0.997 -1.811
C -4.667 0.190 -1.155
P -2.190 2.087 -3.356
O -1.092 2.883 -4.224
I -1.333 -0.276 -2.987
H 3.129 -1.711 -0.531
H 1.405 -1.280 -0.830
H 2.257 -0.782 0.669
H 2.058 1.446 0.357
H 3.778 1.708 0.024
H 2.672 3.537 -1.001
H 2.997 2.344 -2.331
H 0.557 1.569 -1.388
H 0.874 2.544 -2.881
H 0.812 4.535 -1.208
H 0.137 3.436 -0.030
H -1.166 4.667 -2.489
H -1.618 4.685 -0.838
H -2.445 1.093 -0.821
H -2.212 2.388 0.217
H -3.977 3.581 -2.818
H -3.806 4.553 -1.329
H -5.419 2.359 -3.623
H -5.909 0.270 -4.788
H -5.587 -1.901 -3.658
H -4.774 -1.925 -1.285
H -4.282 0.130 -0.130
H -0.947 2.384 -5.040
C 3.417 -2.426 2.383
O 2.712 -3.169 1.637
O 4.477 -3.087 3.019
O 3.302 -1.214 2.598
H 4.304 -3.979 2.663
C 5.332 -7.887 3.864
C 5.103 -6.435 4.246
O 4.221 -5.771 3.351
H 5.750 -7.954 2.858
H 6.016 -8.373 4.562
H 4.389 -8.439 3.862
H 6.044 -5.887 4.229
H 4.684 -6.370 5.255
H 3.372 -6.225 3.361
Li -3.417 -1.132 -4.306
B 2.770 7.204 -0.502
F 1.426 7.608 -0.570
F 3.386 7.394 -1.756
F 3.450 7.931 0.481
F 2.810 5.821 -0.184
N 2.912 -4.831 7.203
C 2.740 -4.254 8.392
C 2.772 -2.884 8.593
C 2.997 -2.061 7.498
C 3.180 -2.640 6.254
C 3.125 -4.023 6.163
H 2.569 -4.932 9.223
H 2.623 -2.472 9.582
H 3.029 -0.985 7.613
H 3.359 -2.043 5.368
H 3.259 -4.511 5.206
Al 2.414 -2.319 -2.371
O -5.469 -0.136 -6.851
Cl -6.289 0.803 -7.529
O -7.443 1.146 -6.804
O -6.818 0.106 -8.898
O -5.580 1.915 -8.011
Br -4.552 6.297 -1.306
Cl -6.892 -1.575 -8.822
O -3.078 0.531 1.560
H -3.686 1.172 1.168
*
```

Results
Molecular weight ... 951.943 g/mol
HOMO level ... -4.9 eV
Kohn-Sham gap ... 0.12062 hartree
DFT total energy ... -182217.1805 eV

Entry 3:
C21H36EuP2S | wB97M-V/def2-TZVPD

Structure (ORCA input):
```
! RIJCOSX wB97M-V def2-TZVPD def2/J DEFGRID3
* xyz 0 8
P -0.174 -1.479 -3.297
P 0.264 1.727 -3.154
C -0.338 -0.486 -4.890
C 0.358 0.872 -4.841
H -1.410 -0.385 -5.125
H 0.139 -1.123 -5.648
H 1.424 0.786 -5.105
H -0.135 1.582 -5.517
C -1.414 2.378 -3.492
H -1.705 3.048 -2.680
H -2.148 1.574 -3.576
H -1.373 2.925 -4.438
C 1.322 3.186 -3.506
H 0.930 3.736 -4.375
H 2.348 2.848 -3.710
H 1.328 3.841 -2.621
C -1.142 -2.964 -3.740
H -1.055 -3.687 -2.915
H -0.758 -3.410 -4.670
H -2.200 -2.692 -3.867
C 1.524 -2.051 -3.669
H 2.237 -1.228 -3.661
H 1.525 -2.520 -4.652
H 1.813 -2.783 -2.913
Eu -0.383 0.217 3.680
C 0.597 1.874 -0.109
C -0.712 1.624 -0.300
C -1.454 0.509 -0.968
C -1.821 -0.805 -0.215
C -0.688 -1.769 -0.080
C 0.639 -1.554 -0.163
C 1.353 -0.450 -0.840
C 1.773 0.898 -0.177
C 0.188 -2.143 4.204
H 0.813 2.800 0.452
H -1.398 2.332 0.206
H -0.947 0.185 -1.900
H -2.393 0.934 -1.360
H -2.263 -0.579 0.791
H -2.656 -1.218 -0.824
H -1.000 -2.700 0.402
H 1.263 -2.326 0.294
H 0.743 -0.100 -1.679
H 2.257 -0.850 -1.320
H 2.192 0.808 0.854
H 2.611 1.282 -0.817
H 1.032 -2.071 4.928
H 0.358 -2.870 3.393
H -0.763 -2.331 4.758
S 0.436 2.621 4.853
C 0.131 1.347 5.950
C 1.235 0.765 6.643
C 1.008 -0.147 7.661
C -0.285 -0.565 7.989
C -1.354 -0.150 7.199
C -1.168 0.746 6.133
H 2.224 1.141 6.393
H 1.869 -0.541 8.205
H -0.440 -1.181 8.870
H -2.348 -0.542 7.407
H -2.008 1.115 5.550
*
```

Results
Molecular weight ... 534.498 g/mol
HOMO level (spin up / spin down) ... -6.8 / -6.8 eV
Kohn-Sham gap (spin up / spin down) ... 0.24032 / 0.24294 hartree
DFT total energy ... -71098.2505 eV

Entry 4:
C21H36N2O3 | wB97M-V/def2-TZVPD

Structure (ORCA input):
```
! RIJCOSX wB97M-V def2-TZVPD def2/J DEFGRID3
* xyz 0 1
C 5.420 -2.008 1.466
O 4.394 -1.690 0.492
C 4.095 -0.275 0.465
C 2.750 0.106 1.308
C 2.022 1.421 0.687
C 1.139 2.195 1.818
C -0.178 1.309 2.151
C -1.542 2.183 2.095
C -2.869 1.311 1.856
C -3.009 0.030 2.849
C -2.569 -1.291 2.011
C -1.158 -1.874 2.320
N -0.638 -3.010 1.637
C -1.544 -3.536 0.650
C -1.043 -4.774 -0.197
C -1.931 -5.424 -1.280
C -3.381 -4.861 -1.511
C -3.854 -3.645 -0.674
C -2.949 -2.931 0.421
N -3.529 -1.792 1.083
H 6.461 -1.615 1.202
H 5.055 -1.647 2.506
H 5.466 -3.156 1.532
H 4.985 0.397 0.771
H 3.867 -0.003 -0.637
H 3.066 0.348 2.381
H 2.045 -0.812 1.271
H 1.355 1.097 -0.203
H 2.841 2.115 0.245
H 1.701 2.329 2.802
H 0.796 3.168 1.325
H -0.247 0.522 1.302
H -0.018 0.792 3.169
H -1.599 2.849 3.041
H -1.422 2.872 1.171
H -3.800 1.977 2.025
H -2.908 0.976 0.749
H -4.067 -0.094 3.272
H -2.271 0.140 3.734
H -0.507 -1.363 3.101
H 0.017 -5.175 0.013
H -1.483 -6.297 -1.866
H -4.065 -5.348 -2.286
H -4.925 -3.268 -0.888
C -2.605 -1.024 -4.286
C -3.727 -0.521 -3.401
O -4.837 -1.409 -3.463
H -2.943 -1.112 -5.322
H -1.747 -0.348 -4.252
H -2.280 -2.021 -3.971
H -4.064 0.464 -3.732
H -3.398 -0.442 -2.359
H -4.533 -2.276 -3.160
C 2.684 5.435 -2.262
C 3.812 5.387 -1.251
O 3.968 4.064 -0.752
H 1.747 5.104 -1.806
H 2.549 6.448 -2.649
H 2.886 4.762 -3.100
H 3.596 6.044 -0.406
H 4.756 5.706 -1.704
H 4.168 3.491 -1.504
*
```

Results
Molecular weight ... 364.530 g/mol
HOMO level ... -8.6 eV
Kohn-Sham gap ... 0.28838 hartree
DFT total energy ... -31475.5861 eV

no.,largest force on an atom (Eh/bohr)
1,0.22757
2,0.04455
3,0.03772
4,0.12290